Entry 1:
Molecular formula: H12O6
Method: DFT, the ωB97M-V functional and the def2-TZVPD basis

Summary:
total charge	0
E	-458.61571	Eh
relative energy (zero: lowest compared OMol25 entry of this formula, charge and spin)	149.0	kJ/mol
HOMO-LUMO gap	0.3788	Eh

Geometry as XYZ:
```
18
Properties=species:S:1:pos:R:3:forces:R:3
O 2.926 -0.346 0.269 0.4 1.6 0.9
O 0.568 1.016 -0.394 1.2 -0.1 1.0
O -0.932 -1.068 -2.104 0.9 -0.1 0.2
O -0.474 -1.331 1.202 -0.3 -0.4 0.9
O 0.129 2.676 1.836 -0.5 0.7 -0.1
O -2.555 -0.082 -0.067 -1.4 -0.4 -0.4
H -3.434 -0.473 -0.256 0.5 0.6 0.5
H -1.277 -0.966 1.607 0.2 -0.4 0.2
H 0.038 -1.126 -2.256 -1.3 -0.2 -0.4
H 3.301 -0.330 1.167 -0.3 0.1 -0.5
H 0.394 2.327 0.979 -0.1 -0.3 -0.1
H 1.372 0.504 -0.155 -0.2 0.5 0.3
H -1.435 -1.046 -2.926 0.6 0.0 -0.1
H 2.912 -1.248 0.036 -0.1 -1.8 -0.4
H 0.289 0.567 -1.164 -1.0 -0.2 -1.5
H -2.022 -0.578 -0.698 0.4 0.1 -0.1
H 0.686 2.276 2.490 0.4 -0.4 0.3
H -0.486 -0.773 0.438 0.6 0.6 -0.7
```
Forces are in eV/Å.

---

Entry 2:
Molecular formula: C6H10N2O
Method: DFT, the ωB97M-V functional and the def2-TZVPD basis

Summary:
total charge	0
E	-419.20025	Eh
relative energy (zero: lowest compared OMol25 entry of this formula, charge and spin)	489.0	kJ/mol
HOMO-LUMO gap	0.3906	Eh

Geometry as XYZ:
```
19
Properties=species:S:1:pos:R:3:forces:R:3
O 0.423 -2.016 -1.328 -1.2 1.1 0.5
N -0.098 1.331 0.262 -0.6 -1.9 -1.7
N -0.273 2.126 -0.912 0.7 0.5 0.1
C -0.393 -0.113 0.014 -0.5 -1.4 4.7
C -1.804 -0.424 -0.171 -0.7 0.9 -1.7
C -0.041 -0.693 1.686 -1.5 0.2 -3.9
C 0.574 -0.976 -0.723 3.2 -0.3 -0.3
C 2.007 -0.478 -0.458 1.6 -1.2 -3.5
C -2.946 -0.377 -0.576 1.2 -0.3 1.2
H -0.797 1.576 0.928 -0.6 0.6 0.5
H 2.669 -0.294 -1.407 -1.8 -0.3 1.1
H -0.792 1.722 -1.700 0.0 -0.3 0.7
H 0.264 -1.680 1.707 1.1 -2.1 -0.5
H -0.900 -0.744 2.266 -1.9 0.7 0.8
H 2.683 -1.126 0.057 -0.2 -1.2 0.5
H 2.059 0.389 0.062 -0.2 2.8 1.6
H -3.997 -0.381 -0.578 -0.6 -0.1 -0.4
H 0.668 -0.060 2.047 1.9 1.8 1.0
H 0.692 2.218 -1.177 0.1 0.5 -0.8
```
Forces are in eV/Å.